A molecular structure, C44H111F6N9O13SrZn in a non-equilibrium geometry. Source: the OMol25 dataset; level of theory: ωB97M-V with the def2-TZVPD basis set.

Calculated values
**E_HOMO**: -10.5970 eV
**E_tot**: -5621.781322 Ha
**2S+1**: 1
**Net charge**: +2
**Frontier orbital gap**: 1.241 eV
**Max |F|**: 5.2 eV/A

CARTESIAN COORDINATES (ANGSTROEM)
Sr -1.455 7.706 5.404
Zn -3.740 2.035 6.550
C -8.718 2.059 2.913
O -9.491 1.283 3.779
O -7.558 2.418 3.691
C -8.663 1.576 1.387
F -9.717 0.946 0.937
F -8.468 2.612 0.572
F -7.637 0.750 1.229
C -10.893 1.441 4.071
C -11.884 0.798 3.085
H -12.756 1.444 2.981
H -11.473 0.628 2.090
H -12.396 -0.095 3.443
H -11.150 2.452 4.387
H -11.063 0.846 4.969
H -9.332 2.957 2.852
C 0.699 1.820 2.755
O 0.065 0.694 2.170
O -0.299 2.372 3.622
C 2.168 1.413 3.269
F 3.052 2.429 3.256
F 2.308 0.939 4.560
F 2.654 0.441 2.570
C -0.298 0.728 0.774
C -0.498 -0.708 0.169
H -1.501 -1.133 0.198
H -0.383 -0.542 -0.903
H 0.264 -1.435 0.449
H 0.506 1.240 0.246
H -1.230 1.274 0.920
H 0.865 2.584 1.995
C -3.464 9.409 0.109
C -3.477 7.954 0.504
C -2.204 7.206 0.115
O -1.283 7.865 0.949
C 0.031 7.944 0.357
N -3.846 7.780 1.901
H -2.947 9.564 -0.838
H -2.832 10.042 0.733
H -4.460 9.843 0.185
H -4.290 7.513 -0.072
H -1.932 7.462 -0.909
H -2.123 6.137 0.313
H 0.383 7.042 -0.143
H 0.686 8.354 1.127
H -0.064 8.780 -0.335
H -4.345 6.904 1.853
H -4.550 8.494 2.025
C 4.330 7.115 8.919
C 2.801 7.412 8.717
C 2.356 8.643 9.453
O 0.965 9.012 9.100
C 0.509 10.129 9.887
N 2.612 7.627 7.380
H 4.985 7.931 8.615
H 4.598 6.262 8.295
H 4.570 6.916 9.963
H 2.147 6.597 9.026
H 2.983 9.509 9.238
H 2.406 8.480 10.530
H -0.511 10.480 9.728
H 1.125 10.944 9.508
H 0.654 9.939 10.951
H 3.384 7.239 6.858
H 2.893 8.580 7.198
C -3.772 -4.492 -8.673
C -3.956 -2.961 -8.593
C -5.426 -2.485 -8.535
O -6.186 -3.107 -7.509
C -7.501 -2.461 -7.440
N -3.100 -2.487 -7.454
H -4.304 -4.868 -7.799
H -2.724 -4.655 -8.424
H -4.115 -4.884 -9.630
H -3.423 -2.518 -9.435
H -5.807 -2.672 -9.539
H -5.558 -1.436 -8.269
H -8.100 -3.297 -7.080
H -7.883 -2.076 -8.386
H -7.575 -1.688 -6.675
H -2.977 -1.497 -7.294
H -3.627 -2.827 -6.663
C 0.111 5.169 -8.379
C -0.822 3.991 -7.928
C -1.658 4.240 -6.637
O -2.169 2.958 -6.281
C -3.091 3.050 -5.215
N -1.542 3.532 -9.069
H -0.252 6.196 -8.341
H 0.431 4.968 -9.402
H 1.052 5.151 -7.829
H -0.209 3.120 -7.696
H -2.449 4.982 -6.741
H -0.989 4.503 -5.818
H -3.939 3.720 -5.359
H -2.701 3.169 -4.205
H -3.513 2.065 -5.018
H -2.125 2.773 -8.747
H -0.878 3.062 -9.668
C 11.682 -1.341 1.166
C 10.104 -1.698 1.113
C 9.190 -0.456 1.385
O 9.585 0.305 2.534
C 9.306 -0.427 3.702
N 9.875 -2.210 -0.200
H 11.908 -0.492 0.520
H 12.352 -2.175 0.958
H 11.960 -0.978 2.155
H 9.810 -2.425 1.870
H 8.110 -0.562 1.289
H 9.395 0.229 0.562
H 10.012 -0.069 4.451
H 9.505 -1.495 3.784
H 8.300 -0.490 4.117
H 10.069 -1.719 -1.060
H 8.949 -2.603 -0.293
C -1.443 -8.658 0.862
C -2.642 -9.264 -0.038
C -3.391 -8.271 -0.954
O -4.008 -7.201 -0.298
C -4.691 -6.427 -1.272
N -2.098 -10.368 -0.828
H -0.597 -8.562 0.181
H -1.109 -9.462 1.517
H -1.645 -7.770 1.460
H -3.271 -9.886 0.599
H -4.190 -8.833 -1.438
H -2.729 -7.953 -1.760
H -5.341 -5.678 -0.820
H -5.342 -7.015 -1.919
H -4.101 -5.812 -1.951
H -1.413 -10.027 -1.488
H -1.642 -11.003 -0.188
C -1.906 -3.404 6.399
C -2.382 -2.202 7.169
C -1.296 -1.378 7.940
O -1.868 -0.183 8.334
C -1.304 0.372 9.520
N -2.753 -1.253 6.114
H -1.025 -3.177 5.797
H -2.743 -3.981 6.005
H -1.476 -4.010 7.196
H -3.220 -2.380 7.843
H -0.471 -1.232 7.243
H -0.739 -1.944 8.687
H -0.301 0.611 9.166
H -1.219 -0.288 10.383
H -1.783 1.301 9.826
H -3.462 -1.749 5.593
H -2.057 -1.369 5.391
C 6.648 -8.767 -1.629
C 5.420 -8.453 -0.764
C 5.717 -7.240 0.148
O 4.795 -7.009 1.164
C 4.890 -5.747 1.697
N 4.280 -8.308 -1.624
H 7.474 -9.250 -1.107
H 6.952 -7.859 -2.149
H 6.382 -9.476 -2.412
H 5.300 -9.343 -0.147
H 5.758 -6.390 -0.533
H 6.634 -7.499 0.677
H 5.010 -4.959 0.953
H 5.782 -5.915 2.302
H 3.994 -5.493 2.262
H 4.621 -7.841 -2.452
H 3.794 -7.537 -1.189
C 4.147 -0.259 -5.693
C 4.428 -1.408 -6.690
C 4.470 -1.090 -8.191
O 4.589 -2.322 -8.901
C 3.304 -2.965 -9.084
N 5.718 -1.979 -6.316
H 3.922 -0.786 -4.766
H 3.176 0.236 -5.715
H 5.005 0.412 -5.704
H 3.779 -2.236 -6.403
H 5.343 -0.512 -8.496
H 3.618 -0.479 -8.489
H 3.117 -3.604 -8.221
H 3.272 -3.642 -9.938
H 2.459 -2.291 -9.228
H 5.917 -2.746 -6.941
H 6.541 -1.494 -6.645

Mulliken atomic charge list, values in e, 4 entries: atom 1 (Sr): 1.7698, atom 2 (Zn): 0.3506, atom 3 (C): -0.0150, atom 4 (O): -0.3073